Record 1
Entry from the Open Molecules 2025 dataset: a structure of composition C37H30F10IN5OSTl (ωB97M-V with the def2-TZVPD basis set).

⟨S²⟩: 0.769
Largest force on an atom, hartree/bohr: 0.0130
Gap between HOMO and LUMO (spin up / spin down), eV: 5.078 / 5.051
LUMO level (spin up / spin down), eV: 3.8077 / 3.7904

Geometry as ORCA input:
```
! wB97M-V def2-TZVPD RIJCOSX def2/J DEFGRID3
* xyz -2 2
Tl 0.496 -0.560 -0.942
C 3.118 -2.744 -1.670
N 2.650 -2.564 -0.299
C 1.678 -3.610 0.012
C 0.708 -3.349 1.157
N -0.275 -2.346 0.815
C -1.217 -2.044 1.721
C -2.374 -1.300 1.262
F -3.500 -0.041 -0.586
C -3.344 -0.908 2.150
F -4.453 -0.223 1.773
C -3.284 -1.211 3.504
F -4.248 -0.788 4.367
C -2.232 -1.970 3.958
F -2.176 -2.301 5.262
C -1.232 -2.382 3.102
F -0.244 -3.131 3.671
C 3.785 -2.516 0.620
C 3.653 -1.758 1.943
N 3.403 -0.340 1.775
C 3.542 0.446 2.830
C 3.834 0.097 4.192
F 3.969 -1.205 4.560
C 3.984 1.012 5.214
F 4.253 0.574 6.458
C 3.871 2.368 4.999
F 4.035 3.264 6.002
C 3.587 2.775 3.705
F 3.471 4.094 3.454
C 3.422 1.871 2.689
F 3.139 2.367 1.475
H 3.613 -3.723 -1.806
H 3.832 -1.963 -1.923
H 2.275 -2.665 -2.355
H 2.225 -4.547 0.231
H 1.068 -3.767 -0.880
H 1.261 -3.120 2.070
H 0.208 -4.313 1.338
H 4.620 -2.060 0.082
H 4.084 -3.550 0.877
H 4.617 -1.921 2.443
H 2.893 -2.232 2.571
O -0.771 -2.267 -2.931
N -1.982 -2.081 -3.397
C -2.319 -2.713 -4.549
C -3.561 -2.565 -5.119
C -4.494 -1.749 -4.487
C -4.125 -1.138 -3.300
C -2.862 -1.285 -2.725
S -2.342 -1.253 -0.591
H -1.538 -3.326 -4.975
H -3.782 -3.077 -6.047
H -5.478 -1.600 -4.918
H -4.831 -0.504 -2.774
I 3.135 0.601 -3.087
C 1.657 1.257 -4.436
C 2.035 1.448 -5.736
C 1.102 1.939 -6.673
C -0.158 2.271 -6.268
C -0.563 2.102 -4.922
C -1.847 2.508 -4.491
C -2.224 2.349 -3.188
C -1.358 1.721 -2.267
C -0.108 1.307 -2.637
C 0.341 1.533 -3.966
H 3.050 1.236 -6.045
H 1.400 2.060 -7.708
H -0.873 2.681 -6.976
H -2.529 2.939 -5.217
H -3.206 2.675 -2.861
H -1.718 1.536 -1.258
C -2.877 2.370 3.033
C -1.441 2.780 2.678
C -0.593 2.935 3.948
C -1.432 4.077 1.858
C -0.849 1.718 1.855
N -0.420 0.865 1.220
H -3.360 3.183 3.582
H -2.882 1.474 3.656
H -3.456 2.154 2.135
H -1.050 3.683 4.601
H 0.420 3.255 3.702
H -0.533 1.989 4.487
H -1.835 4.893 2.464
H -2.045 3.968 0.961
H -0.418 4.336 1.550
*
```

Here are the Löwdin charges for atoms 1 to 6, given in e: Tl 0.833; C -0.170; N -0.251; C -0.220; C -0.248; N -0.097


Record 2
Entry from the Open Molecules 2025 dataset: a structure of composition C37H30F3N3RuSbSe3Te2 in a non-equilibrium geometry (ωB97M-V with the def2-TZVPD basis set).

⟨S²⟩: 6.028
Largest force on an atom, hartree/bohr: 0.0325
Gap between HOMO and LUMO (spin up / spin down), eV: 7.179 / 5.031
LUMO level (spin up / spin down), eV: -2.8423 / -5.1561

Geometry as ORCA input:
```
! wB97M-V def2-TZVPD RIJCOSX def2/J DEFGRID3
* xyz 1 5
Ru 0.723 0.172 0.190
Se 0.327 2.404 0.021
Te -2.078 3.025 0.079
Te -3.076 2.014 -2.134
Se -1.411 -0.579 1.014
C -7.498 -5.019 0.048
C -6.184 -4.320 0.017
C -6.102 -2.942 -0.108
C -4.884 -2.285 -0.163
C -4.862 -0.807 -0.340
C -3.708 -3.046 -0.083
Se -1.983 -2.239 -0.464
C -3.760 -4.440 0.045
C -2.557 -5.329 0.095
C -5.004 -5.045 0.099
H -8.320 -4.313 -0.008
H -7.585 -5.600 0.964
H -7.564 -5.709 -0.791
H -7.009 -2.364 -0.193
H -5.866 -0.419 -0.499
H -4.253 -0.548 -1.211
H -4.433 -0.318 0.536
H -1.636 -4.758 0.204
H -2.508 -5.911 -0.824
H -2.648 -6.025 0.926
H -5.051 -6.119 0.183
N 2.637 -10.353 1.414
C 2.445 -9.272 1.095
C 2.193 -7.931 0.709
C 2.810 -7.396 -0.422
C 2.566 -6.085 -0.783
C 1.711 -5.307 -0.009
C 1.098 -5.836 1.122
C 1.328 -7.149 1.474
N 1.465 -3.965 -0.374
C 1.239 -3.485 -1.633
C 1.066 -2.137 -1.512
N 1.200 -1.800 -0.197
C 1.426 -2.911 0.466
H 3.484 -8.003 -1.008
H 3.051 -5.657 -1.650
H 0.428 -5.231 1.712
H 0.849 -7.573 2.342
H 1.184 -4.113 -2.497
H 0.844 -1.385 -2.259
H 1.611 -2.960 1.523
F 6.044 0.818 -5.529
C 5.415 0.863 -4.348
C 6.133 1.222 -3.218
C 5.490 1.225 -1.996
C 4.149 0.868 -1.910
C 3.440 0.545 -3.057
C 4.070 0.540 -4.289
Sb 3.269 0.728 0.032
C 3.629 2.764 0.598
C 3.640 3.136 1.936
C 3.682 4.474 2.287
C 3.682 5.427 1.282
F 3.693 6.723 1.619
C 3.657 5.079 -0.058
C 3.630 3.738 -0.395
C 4.870 -0.369 0.940
C 5.660 -1.187 0.147
C 6.715 -1.890 0.700
C 6.951 -1.772 2.060
F 7.969 -2.452 2.602
C 6.156 -0.985 2.876
C 5.111 -0.283 2.302
H 7.177 1.481 -3.305
H 6.031 1.497 -1.100
H 2.381 0.305 -2.996
H 3.545 0.283 -5.196
H 3.613 2.384 2.717
H 3.693 4.785 3.321
H 3.638 5.847 -0.815
H 3.600 3.454 -1.440
H 5.463 -1.263 -0.914
H 7.346 -2.520 0.093
H 6.351 -0.928 3.935
H 4.485 0.338 2.929
*
```

Here are the Löwdin charges for atoms 1 to 6, given in e: Ru 0.194; Se -0.118; Te 0.144; Te 0.185; Se 0.249; C -0.036


Record 3
Entry from the Open Molecules 2025 dataset: a structure of composition C37H30FeN3 in a non-equilibrium geometry (ωB97M-V with the def2-TZVPD basis set).

ΔE to the lowest compared entry with this formula, charge and spin, kcal per mole: 0.00
⟨S²⟩: 6.106
Largest force on an atom, hartree/bohr: 0.0525
Gap between HOMO and LUMO (spin up / spin down), eV: 3.352 / 5.094
LUMO level (spin up / spin down), eV: 2.4340 / 1.8774

Geometry as ORCA input:
```
! wB97M-V def2-TZVPD RIJCOSX def2/J DEFGRID3
* xyz -1 5
C -5.815 -1.917 -0.026
C -5.430 -1.427 1.233
C -4.405 -0.481 1.336
C -3.743 -0.087 0.169
N -2.729 0.884 0.197
C -2.154 1.563 1.215
N -1.157 2.290 0.608
C -0.086 2.967 1.246
C -0.266 3.421 2.549
C 0.674 4.307 3.101
C 1.895 4.526 2.441
C 2.108 3.988 1.167
C 1.109 3.213 0.565
C -1.395 2.247 -0.780
C -0.813 3.091 -1.826
C -0.590 2.468 -3.069
C -0.127 3.218 -4.145
C 0.069 4.597 -4.011
C -0.166 5.223 -2.781
C -0.613 4.488 -1.685
N -2.325 1.358 -1.030
C -4.107 -0.562 -1.094
C -5.172 -1.463 -1.187
H -6.630 -2.643 -0.101
H -5.934 -1.766 2.137
H -4.071 -0.064 2.292
H -1.161 3.113 3.100
H 0.444 4.816 4.039
H 2.676 5.128 2.914
H 3.040 4.175 0.631
H 1.264 2.803 -0.435
H -0.783 1.396 -3.152
H 0.066 2.714 -5.089
H 0.406 5.182 -4.866
H -0.006 6.295 -2.675
H -0.815 4.976 -0.725
H -3.563 -0.195 -1.968
H -5.494 -1.804 -2.170
C -5.775 3.626 6.766
C -5.665 2.177 6.718
C -6.270 1.718 5.480
C -6.745 2.891 4.757
C -6.447 4.069 5.558
Fe -4.808 3.043 5.154
C -3.782 4.154 3.852
C -3.279 4.293 5.200
C -2.957 2.982 5.697
C -3.139 2.005 4.593
C -2.833 0.625 4.779
C -2.283 -0.430 4.014
C -2.297 -1.757 4.569
C -1.663 -2.791 3.901
C -1.003 -2.557 2.683
C -0.970 -1.252 2.139
C -1.644 -0.256 2.786
C -3.762 2.758 3.501
H -5.499 4.251 7.611
H -5.302 1.537 7.517
H -6.454 0.676 5.211
H -7.328 2.869 3.839
H -6.769 5.087 5.342
H -4.054 4.966 3.182
H -3.125 5.228 5.729
H -2.526 2.718 6.662
H -2.961 0.347 5.842
H -2.820 -1.902 5.517
H -1.655 -3.793 4.334
H -0.466 -3.354 2.171
H -0.413 -1.033 1.221
H -1.805 0.890 2.250
H -4.003 2.322 2.535
*
```

Here are the Löwdin charges for atoms 1 to 6, given in e: C -0.121; C -0.077; C -0.007; C -0.195; N -0.053; C -0.079


Repeat the first record exactly.
Entry from the Open Molecules 2025 dataset: a structure of composition C37H30F10IN5OSTl (ωB97M-V with the def2-TZVPD basis set).

⟨S²⟩: 0.769
Largest force on an atom, hartree/bohr: 0.0130
Gap between HOMO and LUMO (spin up / spin down), eV: 5.078 / 5.051
LUMO level (spin up / spin down), eV: 3.8077 / 3.7904

Geometry as ORCA input:
```
! wB97M-V def2-TZVPD RIJCOSX def2/J DEFGRID3
* xyz -2 2
Tl 0.496 -0.560 -0.942
C 3.118 -2.744 -1.670
N 2.650 -2.564 -0.299
C 1.678 -3.610 0.012
C 0.708 -3.349 1.157
N -0.275 -2.346 0.815
C -1.217 -2.044 1.721
C -2.374 -1.300 1.262
F -3.500 -0.041 -0.586
C -3.344 -0.908 2.150
F -4.453 -0.223 1.773
C -3.284 -1.211 3.504
F -4.248 -0.788 4.367
C -2.232 -1.970 3.958
F -2.176 -2.301 5.262
C -1.232 -2.382 3.102
F -0.244 -3.131 3.671
C 3.785 -2.516 0.620
C 3.653 -1.758 1.943
N 3.403 -0.340 1.775
C 3.542 0.446 2.830
C 3.834 0.097 4.192
F 3.969 -1.205 4.560
C 3.984 1.012 5.214
F 4.253 0.574 6.458
C 3.871 2.368 4.999
F 4.035 3.264 6.002
C 3.587 2.775 3.705
F 3.471 4.094 3.454
C 3.422 1.871 2.689
F 3.139 2.367 1.475
H 3.613 -3.723 -1.806
H 3.832 -1.963 -1.923
H 2.275 -2.665 -2.355
H 2.225 -4.547 0.231
H 1.068 -3.767 -0.880
H 1.261 -3.120 2.070
H 0.208 -4.313 1.338
H 4.620 -2.060 0.082
H 4.084 -3.550 0.877
H 4.617 -1.921 2.443
H 2.893 -2.232 2.571
O -0.771 -2.267 -2.931
N -1.982 -2.081 -3.397
C -2.319 -2.713 -4.549
C -3.561 -2.565 -5.119
C -4.494 -1.749 -4.487
C -4.125 -1.138 -3.300
C -2.862 -1.285 -2.725
S -2.342 -1.253 -0.591
H -1.538 -3.326 -4.975
H -3.782 -3.077 -6.047
H -5.478 -1.600 -4.918
H -4.831 -0.504 -2.774
I 3.135 0.601 -3.087
C 1.657 1.257 -4.436
C 2.035 1.448 -5.736
C 1.102 1.939 -6.673
C -0.158 2.271 -6.268
C -0.563 2.102 -4.922
C -1.847 2.508 -4.491
C -2.224 2.349 -3.188
C -1.358 1.721 -2.267
C -0.108 1.307 -2.637
C 0.341 1.533 -3.966
H 3.050 1.236 -6.045
H 1.400 2.060 -7.708
H -0.873 2.681 -6.976
H -2.529 2.939 -5.217
H -3.206 2.675 -2.861
H -1.718 1.536 -1.258
C -2.877 2.370 3.033
C -1.441 2.780 2.678
C -0.593 2.935 3.948
C -1.432 4.077 1.858
C -0.849 1.718 1.855
N -0.420 0.865 1.220
H -3.360 3.183 3.582
H -2.882 1.474 3.656
H -3.456 2.154 2.135
H -1.050 3.683 4.601
H 0.420 3.255 3.702
H -0.533 1.989 4.487
H -1.835 4.893 2.464
H -2.045 3.968 0.961
H -0.418 4.336 1.550
*
```

Here are the Löwdin charges for atoms 1 to 6, given in e: Tl 0.833; C -0.170; N -0.251; C -0.220; C -0.248; N -0.097


> Which of these has the highest largest force on an atom?

C37H30FeN3


> ⟨S²⟩ of number 1 (C37H30F10IN5OSTl)?

0.769